{
  "formula": "C15H11BrFNO4",
  "method": "wB97M-V/def2-TZVPD",
  "elements": ["O", "C", "N", "C", "C", "C", "C", "C", "C", "F", "H", "H", "H", "H", "H", "C", "O", "C", "O", "C", "C", "C", "C", "C", "C", "O", "Br", "H", "H", "H", "H", "H", "H"],
  "coordinates": [[-0.0706, 0.8937, -5.1029], [0.2073, 0.7862, -3.9323], [0.8659, -0.2982, -3.4510], [1.3768, -0.4852, -2.1494], [0.9142, -1.5181, -1.3415], [1.4100, -1.6840, -0.0613], [2.3797, -0.8254, 0.4300], [2.8712, 0.1944, -0.3646], [2.3711, 0.3500, -1.6429], [2.8625, 1.3286, -2.4265], [3.6302, 0.8737, -0.0124], [2.7591, -0.9521, 1.4317], [1.0332, -2.4845, 0.5566], [0.1531, -2.1789, -1.7278], [1.0149, -1.0421, -4.1213], [-0.2130, 1.8251, -2.8927], [-0.8882, 1.1921, -1.8118], [-0.4347, 1.4081, -0.5646], [0.4979, 2.1269, -0.2998], [-1.2159, 0.6350, 0.4058], [-0.8765, 0.6374, 1.7034], [-1.5505, -0.0820, 2.7367], [-2.6625, -0.8989, 2.7355], [-2.8608, -1.3244, 4.0618], [-1.8542, -0.7371, 4.7783], [-1.0627, 0.0072, 4.0030], [-1.4435, -0.8242, 6.5918], [-3.6277, -1.9658, 4.4433], [-3.2627, -1.1568, 1.8881], [-0.0226, 1.2256, 2.0138], [-2.0474, 0.0731, 0.0137], [-0.9061, 2.5195, -3.3757], [0.6527, 2.3813, -2.5150]],
  "atomic_forces_ev_per_a": [[-0.0848, 0.1898, -0.2757], [-0.2597, 0.2032, 0.3826], [0.2591, -0.6361, -0.1428], [0.2612, 0.1869, 0.2164], [0.1208, 0.1090, 0.0662], [-0.0277, -0.1730, -0.0362], [0.0530, 0.0503, -0.0705], [0.0061, 0.0182, -0.1405], [-0.0296, -0.2885, -0.0746], [-0.0937, -0.0707, 0.1027], [0.0714, 0.0996, 0.0296], [0.0436, -0.0038, 0.1070], [-0.0398, -0.0704, 0.0638], [-0.1139, -0.0276, -0.0536], [-0.0122, 0.1944, 0.0029], [0.2104, 0.4462, -0.2320], [-0.3304, -0.1536, -0.1978], [0.3712, 0.2526, 0.3225], [-0.1754, 0.0561, -0.0452], [-0.0001, -0.0172, 0.5351], [0.1618, 0.2886, -0.5379], [-1.1221, -0.7751, -0.3419], [0.7445, 0.5659, -0.1259], [0.5188, 0.2549, 0.5802], [-0.5407, -0.4405, 0.1594], [0.2654, 0.1753, 0.1169], [-0.0030, 0.0385, -0.1799], [-0.1198, -0.1153, 0.1270], [-0.1031, -0.0177, -0.2482], [0.1028, 0.0785, -0.0502], [-0.1318, -0.1254, 0.0117], [0.1348, -0.1857, 0.0430], [-0.1373, -0.1071, -0.1142]],
  "mulliken_charge": [-0.65, 0.39, -0.08, -0.18, -0.27, -0.73, -0.50, -0.52, 0.86, -0.39, 0.43, 0.43, 0.45, 0.45, 0.25, -0.43, -0.38, 0.67, -0.60, -0.70, 0.07, 0.22, -0.38, -0.37, -0.07, -0.32, -0.11, 0.49, 0.48, 0.47, 0.34, 0.35, 0.34],
  "e_homo_ev": -8.49,
  "charge": 0,
  "orbital_gap_ev": 8.1302,
  "smiles": "O=C(COC(=O)/C=C/c1ccc(Br)o1)Nc1ccccc1F"
}

{
  "formula": "C15H11BrIr",
  "method": "wB97M-V/def2-TZVPD",
  "elements": ["Ir", "C", "C", "C", "C", "C", "H", "H", "H", "H", "H", "Br", "C", "C", "C", "C", "C", "C", "C", "C", "C", "C", "H", "H", "H", "H", "H", "H"],
  "coordinates": [[0.4906, 1.7101, 0.0094], [2.1645, 1.8774, 1.2590], [1.0954, 2.7307, 1.7350], [0.9125, 3.8002, 0.7925], [1.7497, 3.5472, -0.2997], [2.5254, 2.3473, -0.0324], [2.5548, 1.0126, 1.7695], [0.5795, 2.6193, 2.6754], [0.1905, 4.5959, 0.8762], [1.7865, 4.1115, -1.2180], [3.2796, 1.9296, -0.6790], [-1.9611, 1.6133, -0.2199], [-2.1140, -0.2880, -0.3493], [-3.3396, -0.8604, -0.4877], [-3.3968, -2.2650, -0.5988], [-2.2454, -3.0003, -0.5803], [-0.9790, -2.3823, -0.4424], [0.2194, -3.1326, -0.4413], [1.4293, -2.5106, -0.3160], [1.4956, -1.1134, -0.1623], [0.3663, -0.3155, -0.1536], [-0.8954, -0.9734, -0.3103], [-4.2429, -0.2667, -0.5170], [-4.3582, -2.7471, -0.7051], [-2.2869, -4.0779, -0.6750], [0.1612, -4.2090, -0.5443], [2.3432, -3.0889, -0.3276], [2.4755, -0.6642, -0.0571]],
  "atomic_forces_ev_per_a": [[-0.6232, -0.2995, -0.0513], [0.1393, 0.0922, 0.0506], [0.2042, 0.0549, 0.1714], [0.0624, -0.0911, -0.0617], [-0.0648, -0.1535, -0.0249], [0.1057, 0.0351, 0.0949], [0.0527, 0.0419, 0.0319], [0.0002, 0.0080, -0.0043], [-0.0097, -0.0060, -0.0214], [-0.0154, 0.0092, 0.0094], [-0.0061, 0.0077, -0.0085], [0.0535, 0.1181, -0.0912], [-0.1092, 0.0335, -0.0017], [0.0087, -0.0113, -0.0001], [0.0041, 0.0051, 0.0007], [-0.0017, -0.0062, 0.0015], [0.0005, 0.0152, -0.0033], [-0.0083, -0.0085, 0.0015], [0.0193, 0.0186, 0.0023], [0.0224, -0.0230, 0.0089], [0.0788, 0.2765, -0.0871], [0.0892, -0.1113, -0.0209], [0.0012, 0.0015, 0.0031], [0.0008, -0.0012, -0.0017], [-0.0004, 0.0001, -0.0013], [0.0002, 0.0007, -0.0027], [-0.0014, -0.0026, 0.0031], [-0.0027, -0.0039, 0.0029]],
  "mulliken_charge": [0.70, -0.61, -0.28, -0.50, -0.43, -0.31, 0.47, 0.45, 0.47, 0.42, 0.43, -0.13, 0.88, -0.74, -0.51, -0.93, 0.79, -0.62, -1.18, 0.01, -0.09, 0.35, 0.40, 0.41, 0.39, 0.40, 0.40, 0.35],
  "e_homo_ev": -11.68,
  "relative_energy_kcal_mol": 0.0,
  "charge": 1,
  "orbital_gap_ev": 6.7849
}

{
  "formula": "C15H11Cl27Cr2O12S2",
  "method": "wB97M-V/def2-TZVPD",
  "elements": ["Cr", "Cr", "S", "O", "O", "O", "O", "S", "O", "O", "O", "O", "C", "C", "C", "O", "C", "C", "C", "O", "O", "O", "H", "H", "C", "Cl", "Cl", "Cl", "H", "C", "Cl", "Cl", "Cl", "H", "C", "Cl", "Cl", "Cl", "H", "C", "Cl", "Cl", "Cl", "H", "C", "Cl", "Cl", "Cl", "H", "C", "Cl", "Cl", "Cl", "H", "C", "Cl", "Cl", "Cl", "H", "C", "Cl", "Cl", "Cl", "H", "C", "Cl", "Cl", "Cl", "H"],
  "coordinates": [[1.0659, 2.0997, 1.4148], [-2.0532, 0.8135, -0.2797], [-0.6911, 3.7570, 0.4336], [-1.4693, 2.7038, -0.1533], [-0.5504, 3.3398, 1.7935], [0.7176, 3.6784, 0.0725], [-1.3124, 5.0813, 0.2881], [0.4705, -0.2016, 0.2506], [-0.4082, -0.2638, -0.9158], [-0.3234, 0.5686, 1.1625], [0.7594, -1.4763, 0.8956], [1.6444, 0.6097, 0.2062], [-4.3488, 3.0152, 1.3765], [-4.2760, 4.3786, 0.8960], [-4.1336, 4.5506, -0.6795], [-3.8250, 5.6600, -1.0821], [-4.1480, 3.3442, -1.5305], [-4.2413, 2.1355, -0.9489], [-4.3495, 1.9131, 0.5475], [-3.9218, 0.8094, 1.1146], [-3.8396, 1.1744, -1.7074], [-4.0653, 5.4210, 1.6296], [-4.2637, 2.8646, 2.4425], [-3.9372, 3.3726, -2.5893], [3.7625, 1.5495, -2.3119], [3.9563, 2.1023, -3.9914], [3.3231, 3.0148, -1.3841], [5.2352, 0.7046, -1.7131], [2.9783, 0.7927, -2.2932], [-2.5118, -2.8060, -2.1938], [-2.9187, -4.4649, -2.4814], [-2.7326, -2.3191, -0.4415], [-3.3056, -1.7738, -3.3374], [-1.4481, -2.8662, -2.4240], [-4.8910, -2.0266, 3.3243], [-5.9903, -1.7093, 4.7148], [-5.6171, -3.3559, 2.3782], [-3.2541, -2.3245, 3.8950], [-4.9005, -1.1064, 2.7401], [0.4554, -0.6155, 4.1048], [1.9659, 0.1611, 3.4673], [-0.7677, 0.6293, 4.5199], [0.7430, -1.7714, 5.3648], [-0.0695, -1.1298, 3.2998], [-0.6044, 1.2128, -4.5377], [0.6865, 0.0078, -4.6684], [-0.2394, 2.5697, -5.6322], [-0.6177, 1.9611, -2.9890], [-1.5401, 0.7221, -4.8053], [0.0684, -4.7705, 1.2853], [-1.3269, -4.8588, 2.3342], [-0.2128, -4.9766, -0.4393], [1.2067, -6.0877, 1.7457], [0.5295, -3.7911, 1.4132], [6.0248, 1.4104, 2.0100], [7.0950, 2.4157, 0.9775], [4.3084, 2.0379, 2.0489], [6.5980, 1.3011, 3.6949], [6.0282, 0.3901, 1.6267], [4.4415, -2.8558, -3.9137], [5.2692, -1.5810, -4.7157], [3.7929, -3.9959, -5.0672], [3.1803, -2.1675, -2.8798], [5.1205, -3.4288, -3.2824], [3.4454, -3.1179, 1.1101], [4.3911, -1.6430, 0.8118], [3.0525, -3.2005, 2.8576], [4.2657, -4.5798, 0.6010], [2.5235, -3.0077, 0.5391]],
  "atomic_forces_ev_per_a": [[-1.5926, 1.6186, -0.1710], [-2.4551, 0.9420, 0.0241], [-2.6196, 5.7391, -0.1985], [-1.6157, -2.0887, -3.1047], [0.5990, -1.6247, 6.4099], [3.6000, -0.3818, -2.5881], [1.5923, -2.5076, -0.2746], [-1.3060, -4.3570, 0.7554], [1.6477, -1.2567, -1.8578], [-3.5578, 2.1934, 4.0496], [0.3782, -0.9685, -1.0913], [4.6774, 1.5911, -2.2065], [-1.2038, 1.3655, -0.3812], [1.1135, 2.3864, 1.4147], [0.4007, 0.0891, -0.2588], [-0.5872, -0.1506, -0.2573], [-1.3597, 2.5590, 1.7649], [0.8902, -0.2875, -0.8472], [1.9602, 0.8848, 1.9189], [-0.3796, -0.8520, -1.6965], [0.8629, -2.6314, 0.8771], [-1.2692, -3.6261, -2.2480], [0.1352, -0.0923, 0.0820], [0.1654, 0.2874, 0.0564], [-0.0322, 0.5732, -0.0383], [0.1900, -0.4683, 0.0203], [0.2527, -1.0568, -0.0432], [-0.3652, 0.5435, -0.1366], [-0.0742, 0.4278, 0.1896], [1.1880, 0.1994, 0.6664], [-0.9250, -1.2093, 0.1362], [-0.1507, -0.2820, -1.3187], [-0.1895, 0.4899, 0.1615], [-0.0600, 1.0049, 0.4727], [-0.7834, 0.3688, 0.2842], [0.3224, -0.0428, -0.1339], [0.6197, 0.2956, 0.1331], [-0.2464, -0.1849, -0.2172], [0.1974, -0.2012, -0.2273], [-1.1400, 0.8548, -1.1182], [-0.6654, -0.3591, 0.5791], [0.6983, -0.2079, 0.2639], [0.3145, -0.0234, 0.4135], [0.7875, -0.0237, -0.2510], [0.4806, 0.5714, -0.2227], [0.0566, -0.3503, 0.0022], [-0.2173, -0.2151, -0.9080], [-0.4042, -0.1354, 0.9454], [0.1078, 0.3101, 0.1471], [0.7956, -0.3562, 0.0385], [-0.2963, 0.1044, -0.3159], [-0.4574, 0.1514, -0.0155], [-0.0396, 0.3498, 0.1890], [0.0126, -0.1696, 0.1068], [-0.4980, 0.3218, 0.2128], [-0.6369, -0.4471, 0.6552], [1.3083, -0.3127, -0.2867], [0.0775, 0.1390, -0.4643], [-0.1821, 0.3762, -0.0962], [-0.1957, -0.3661, 0.8757], [0.6943, 0.6775, -0.4655], [-0.3810, -0.4137, -0.3682], [-0.1531, -0.2285, 0.0674], [-0.0640, 0.3358, -0.0405], [-0.3024, 0.5216, 0.5647], [-0.0717, -0.3511, -0.1556], [0.0172, -0.0652, -0.5587], [0.2709, -0.0224, -0.1604], [0.0631, 0.0446, 0.2459]],
  "mulliken_charge": [0.48, 1.47, 1.23, -0.22, -0.79, -0.51, -0.62, 1.72, -0.71, -1.22, -0.41, -0.26, -0.76, 0.41, 0.51, -0.68, -0.77, 0.35, 0.74, -0.60, -0.76, -0.72, 0.33, 0.44, 0.57, -0.14, -0.08, -0.13, -0.28, 0.15, -0.16, 0.05, -0.10, 0.05, 0.59, -0.18, -0.15, -0.08, -0.25, 0.43, -0.11, -0.12, -0.14, -0.22, -0.08, -0.10, -0.18, 0.02, 0.23, 1.10, -0.12, -0.13, -0.17, -0.71, 0.30, -0.12, -0.07, -0.15, -0.07, -0.05, -0.10, -0.15, 0.03, 0.26, 0.49, -0.06, -0.12, -0.13, -0.29],
  "e_homo_ev": [-1.76, -1.81],
  "multiplicity": 9,
  "charge": -2,
  "orbital_gap_ev": [4.7250, 4.7701],
  "s_squared": 20.023
}

no.,E (Ha)
1,-3607.790247
2,-3256.284022
3,-16791.684915